DFT (the ωB97M-V functional and the def2-TZVPD basis) results for a 2-piece molecular cluster, C4H6O overall at a distorted geometry.

```
! RIJCOSX wB97M-V def2-TZVPD def2/J DEFGRID3
* xyz 0 1
O -1.2033 -1.0995 0.5916
C 2.2677 -1.3126 -0.6049
C -0.8382 1.2072 0.0305
C -1.5259 0.0495 0.5922
C 2.2696 -0.8109 0.5815
H -1.4827 1.5596 -0.7126
H -2.4637 0.2577 1.1233
H 1.2629 -1.7505 -0.2044
H 0.1146 1.1665 -0.5454
H -1.0484 2.0320 0.7539
H 2.6473 -1.2990 -1.6057
*
```

**HOMO level**: -9.93 eV
**Frontier orbital gap**: 10.743 eV

Okay, here come the Mulliken numbers, in e, for every atom: -0.42 -0.29 -0.95 0.12 -0.36 0.36 0.31 0.28 0.28 0.31 0.35